{"formula": "C25H38AlN3O2S2Si", "method": "ωB97M-V/def2-TZVPD", "elements": ["Al", "O", "C", "C", "C", "C", "C", "C", "C", "O", "N", "N", "C", "S", "C", "C", "S", "H", "H", "H", "H", "H", "H", "H", "H", "H", "C", "Si", "C", "C", "C", "C", "C", "C", "C", "C", "H", "H", "H", "H", "H", "H", "H", "H", "H", "H", "H", "H", "H", "H", "H", "H", "H", "H", "H", "H", "H", "C", "C", "C", "C", "C", "C", "N", "H", "H", "H", "H", "H", "H", "H", "H"], "positions_angstrom": [[0.5337, 0.5402, 0.1274], [-1.0467, 1.3459, -4.9413], [-0.0806, 0.3902, -4.9984], [0.1854, -0.1299, -6.2094], [1.1931, -1.0808, -6.3853], [2.0048, -1.4516, -5.3292], [1.7295, -0.9095, -4.0643], [0.6754, -0.0206, -3.8643], [0.3718, 0.5401, -2.5063], [0.8919, -0.0974, -1.5092], [-0.5801, 1.4376, -2.3296], [-0.8722, 1.5113, -0.9415], [-1.8854, 2.2471, -0.6999], [-2.6428, 3.1633, -1.9614], [-3.7781, 4.0607, -0.8912], [-3.2357, 4.0107, 0.5376], [-2.6908, 2.3301, 0.8633], [-1.1652, 1.6397, -3.9799], [-0.3855, 0.2469, -7.0642], [1.4008, -1.4212, -7.3785], [2.7901, -2.1693, -5.4882], [2.3015, -1.1577, -3.1691], [-4.7752, 3.5707, -0.9544], [-3.9507, 5.0677, -1.2501], [-4.0108, 4.3127, 1.2337], [-2.4308, 4.7641, 0.6384], [1.5355, -1.7521, 2.7328], [-0.0122, -1.3868, 1.6044], [-1.4303, -1.1643, 2.8822], [-2.8652, -1.2374, 2.3315], [-1.2159, 0.1777, 3.5420], [-1.2698, -2.2115, 4.0262], [-0.0880, -2.9272, 0.4166], [-1.1466, -2.7522, -0.7154], [-0.3962, -4.1947, 1.2176], [1.2924, -3.1257, -0.2428], [1.5784, -2.8239, 3.0662], [1.4908, -1.1588, 3.6471], [2.5107, -1.5111, 2.2870], [-3.0802, -0.5585, 1.5245], [-3.5517, -0.9708, 3.1533], [-3.1092, -2.2479, 1.9897], [-1.3826, 0.9964, 2.8773], [-0.2389, 0.2749, 3.9866], [-1.9063, 0.2632, 4.3743], [-1.3697, -3.2404, 3.6754], [-2.0398, -2.0717, 4.7638], [-0.3047, -2.0644, 4.5413], [-2.1354, -2.5289, -0.3023], [-1.2253, -3.6171, -1.3296], [-0.9448, -1.9061, -1.3931], [-1.3324, -4.1378, 1.7886], [0.3740, -4.4995, 1.8953], [-0.5811, -5.0100, 0.5097], [1.5119, -2.2889, -0.9062], [1.2533, -4.0352, -0.8186], [2.1167, -3.1865, 0.4500], [0.4133, 3.7392, 1.5786], [1.7100, 3.0774, 1.2499], [2.9425, 3.4449, 1.6666], [3.8514, 2.4504, 1.2176], [3.1859, 1.4869, 0.5661], [3.6786, 0.2066, -0.0291], [1.8135, 1.8541, 0.5387], [0.5566, 4.6291, 2.1431], [-0.2253, 3.0711, 2.1494], [-0.1781, 4.0492, 0.7139], [3.2330, 4.2696, 2.2662], [4.9467, 2.4167, 1.3593], [4.6961, 0.0898, 0.1850], [3.5281, 0.0883, -1.0985], [3.2631, -0.7175, 0.4331]], "atomic_forces_ev_per_a": [[-0.009, 0.340, 0.393], [0.018, 0.026, 1.229], [-0.479, 1.261, 2.088], [0.386, -0.974, -2.237], [-0.133, 0.903, 0.248], [-0.534, 0.207, 0.758], [0.021, -0.214, 0.253], [-0.277, 1.128, -0.294], [-0.760, -1.208, -0.687], [0.716, 0.136, -0.124], [0.792, -0.494, 0.470], [0.169, -0.073, -0.440], [-0.690, 0.215, 0.306], [0.228, 0.376, -0.446], [-1.232, -0.886, 0.359], [-0.078, 1.150, -0.439], [0.370, 0.169, -0.200], [0.256, -0.456, -1.213], [0.170, -0.251, 0.322], [0.029, -0.329, -0.366], [0.228, -0.046, 0.152], [0.030, -0.137, -0.391], [0.622, 0.122, 0.175], [0.432, 0.263, -0.081], [-0.143, -0.267, 0.224], [-0.066, -0.656, 0.057], [-0.032, -0.457, -0.028], [0.958, -0.403, 0.027], [0.020, -0.808, 0.104], [0.157, -0.443, 0.732], [-0.147, -0.135, 0.464], [0.482, 0.141, -0.622], [-0.104, 0.369, -0.019], [0.093, 1.334, 0.932], [-1.346, -0.108, -0.574], [-0.549, 0.805, -0.039], [-0.140, 0.837, -0.395], [-0.055, 0.088, 0.014], [-0.330, -0.103, -0.069], [0.123, 0.391, -0.476], [0.033, -0.178, -0.210], [-0.022, 0.071, 0.048], [-0.064, 0.657, -0.458], [0.567, 0.065, 0.002], [-0.387, 0.182, 0.241], [0.229, 0.059, 0.034], [-0.544, 0.234, 0.424], [-0.398, -0.289, -0.259], [-0.033, -0.241, 0.080], [-0.016, -0.973, -0.484], [0.299, -0.224, 0.295], [0.141, 0.194, -0.071], [0.621, -0.044, 0.371], [0.257, -0.159, -0.010], [0.011, -0.088, -0.180], [0.135, -0.462, -0.404], [0.180, -0.185, 0.475], [-0.352, -0.723, -0.707], [-0.270, -0.986, -0.507], [0.643, -0.506, -0.257], [2.112, 0.238, 0.517], [-1.981, -0.275, -0.542], [-1.306, -0.674, 0.226], [0.043, 0.127, 0.499], [0.368, 0.657, 0.626], [-0.131, -0.085, 0.244], [0.153, -0.123, -0.301], [-0.102, 0.723, 0.298], [-0.794, 0.200, 0.027], [1.746, 0.130, 0.132], [-0.052, 0.257, -0.169], [-0.285, 0.610, -0.147]], "mulliken_charge": [-3.08, -0.69, 0.42, -0.57, -0.32, -1.01, -0.34, -0.04, 1.10, 0.70, -1.02, 0.78, 0.31, -0.07, -0.54, -0.75, 0.10, 0.53, 0.39, 0.39, 0.44, 0.35, 0.29, 0.45, 0.51, 0.21, -1.42, 0.83, 2.39, -1.90, -2.00, -1.81, 2.08, -1.51, -2.02, -1.72, 0.24, 0.41, 0.32, 0.30, 0.50, 0.35, 0.14, 0.34, 0.61, 0.30, 0.60, 0.32, 0.27, 0.55, 0.04, 0.35, 0.36, 0.52, 0.12, 0.55, 0.32, -0.92, 0.71, -1.12, -0.77, 0.54, -1.20, 1.47, 0.45, 0.15, 0.11, 0.53, 0.40, 0.47, 0.14, 0.10], "total_energy_ha": -2618.59715}